[1]
Formula: C7H5FN2O5
Source: the Open Molecules 2025 dataset
Level of theory: wB97M-V/def2-TZVPD

```
20
Properties=species:S:1:pos:R:3:mulliken_charge:R:1
O 0.07 -1.01 -2.50 -0.472
C -0.91 -0.87 -1.82 0.021
C -0.94 -0.97 -0.30 -0.308
C 0.12 -1.19 0.42 -0.037
C 1.50 -0.96 -0.30 -0.250
C 2.28 0.05 0.08 -0.369
C 1.69 0.92 1.04 -0.206
C 0.51 1.48 0.93 0.156
F -0.06 1.87 2.13 -0.287
N -0.32 1.75 -0.19 1.065
O 0.16 1.58 -1.29 -0.557
O -1.42 2.21 0.08 -0.552
N -2.25 -0.88 0.38 1.093
O -3.24 -0.89 -0.34 -0.616
O -2.24 -0.74 1.60 -0.570
H -1.93 -0.54 -2.08 0.416
H 0.01 -1.32 1.56 0.392
H 1.75 -1.87 -0.86 0.411
H 3.07 0.47 -0.60 0.282
H 2.15 0.93 2.04 0.390
```

Properties
- LUMO level (eV) = -1.43
- total charge = 0
- largest force on an atom (eV Å⁻¹) = 4.168
- HOMO energy (eV) = -10.2095
- SMILES string = O=C\C(=C/C=C\C=C(\F)[N+](=O)[O-])[N+](=O)[O-]
- total energy (Ha) = -854.98584


[2]
Formula: C16H17BrMoNO5
Source: the Open Molecules 2025 dataset
Level of theory: wB97M-V/def2-TZVPD

```
41
Properties=species:S:1:pos:R:3:mulliken_charge:R:1
Mo -0.53 0.54 -0.90 1.283
C -5.70 3.13 -0.21 -1.343
C -4.22 3.30 -0.31 0.500
C -3.61 4.55 -0.24 -0.207
C -2.23 4.67 -0.34 -0.641
C -1.52 3.51 -0.51 0.676
Br 0.35 3.42 -0.65 -0.126
N -2.06 2.30 -0.59 -0.424
C -3.39 2.20 -0.49 -0.484
H -6.20 4.09 -0.07 0.367
H -5.96 2.49 0.63 0.339
H -6.10 2.66 -1.11 0.338
H -4.21 5.43 -0.10 0.389
H -1.74 5.63 -0.28 0.433
H -3.79 1.19 -0.56 0.553
C 3.09 0.70 0.83 -0.797
C 2.82 0.72 -0.63 0.835
C 3.94 0.64 -1.62 -1.277
O 1.67 0.77 -1.06 -0.532
H 4.15 0.65 1.06 0.399
H 2.55 -0.13 1.29 0.118
H 2.66 1.61 1.28 0.244
H 4.91 0.60 -1.14 0.404
H 3.88 1.50 -2.29 0.315
H 3.79 -0.25 -2.24 0.321
O -1.96 -0.23 -1.14 -0.575
O 1.29 -2.36 2.67 -0.482
C 1.36 -3.31 1.69 0.941
C 1.82 -4.59 1.99 -0.906
C 1.91 -5.55 1.00 -0.488
C 1.55 -5.24 -0.31 -0.778
C 1.10 -3.98 -0.61 -0.385
C 0.99 -2.99 0.38 0.170
C 0.48 -1.67 -0.03 1.577
O 0.26 -0.75 0.82 -0.819
O 0.28 -1.42 -1.26 -0.812
H 1.55 -2.76 3.50 0.322
H 2.10 -4.83 3.01 0.308
H 2.27 -6.54 1.25 0.398
H 1.62 -5.99 -1.09 0.411
H 0.80 -3.72 -1.61 0.436
```

Properties
- LUMO level (alpha / beta) (eV) = -3.46 / -3.88
- ⟨S²⟩ = 2.018
- total charge = +1
- largest force on an atom (eV Å⁻¹) = 1.714
- HOMO energy (alpha / beta) (eV) = -11.1870 / -11.2078
- spin multiplicity = 3
- total energy (Ha) = -3692.88124


[3]
Formula: C30H46BrN3P2Pd
Source: the Open Molecules 2025 dataset
Level of theory: wB97M-V/def2-TZVPD

```
83
Properties=species:S:1:pos:R:3:mulliken_charge:R:1
C 2.78 4.68 -1.31 -0.120
C 1.70 4.12 -2.05 0.510
C 1.85 3.88 -3.44 -0.259
C 3.12 4.09 -4.00 -0.486
N 4.15 4.52 -3.28 0.106
C 4.00 4.82 -1.99 -0.502
C 0.47 3.77 -1.40 -0.045
C -0.60 3.52 -0.87 -0.398
C -1.68 2.85 -0.18 -0.512
C -1.33 1.74 0.60 1.387
C -2.27 0.79 1.06 -0.299
C -3.60 1.02 0.70 -0.031
C -4.01 2.29 0.27 -0.534
C -3.06 3.20 -0.22 -0.770
Pd -1.15 -1.14 0.63 -0.661
P 1.20 -0.70 -0.37 0.915
H 1.01 3.58 -4.07 0.529
H 2.66 5.04 -0.29 0.570
H 3.28 3.90 -5.07 0.457
H 4.87 5.24 -1.47 0.445
H -3.35 4.16 -0.66 0.617
H -0.26 1.55 0.78 0.075
H -5.05 2.54 0.28 0.551
H -2.06 -0.09 1.79 0.905
C 2.09 -2.31 -0.22 -0.391
C 3.39 -2.56 -1.00 -1.446
H 1.35 -3.08 -0.50 0.588
H 2.29 -2.42 0.86 0.491
H 3.70 -3.59 -0.82 0.468
H 3.26 -2.46 -2.09 0.333
H 4.22 -1.92 -0.67 0.318
C 1.38 0.02 -2.08 0.463
C 2.78 0.46 -2.53 -1.126
H 0.71 0.90 -2.06 -0.088
H 0.95 -0.71 -2.78 0.069
H 2.75 0.60 -3.62 0.492
H 3.05 1.44 -2.11 0.031
H 3.57 -0.27 -2.31 0.217
C 2.08 0.61 0.59 0.591
C 3.60 0.51 0.75 -1.482
H 1.61 0.59 1.59 -0.106
H 1.82 1.56 0.10 -0.314
H 3.91 1.32 1.43 0.465
H 3.91 -0.44 1.21 0.305
H 4.14 0.66 -0.19 0.316
Br -4.74 -0.55 0.86 0.159
P -1.81 -1.85 -1.57 1.139
C -0.74 -2.71 -2.81 -0.588
C -1.28 -4.00 -3.41 -1.343
H 0.22 -2.89 -2.30 0.371
H -0.54 -1.98 -3.61 0.521
H -0.49 -4.48 -4.00 0.436
H -1.59 -4.72 -2.64 0.292
H -2.12 -3.83 -4.10 0.299
C -2.94 -3.09 -0.83 -0.504
C -4.30 -3.29 -1.49 -1.554
H -3.10 -2.74 0.20 0.520
H -2.39 -4.05 -0.77 0.516
H -4.92 -3.94 -0.86 0.432
H -4.86 -2.36 -1.61 0.363
H -4.23 -3.78 -2.46 0.306
C -2.73 -0.60 -2.52 -0.308
C -3.21 -1.01 -3.92 -1.343
H -2.03 0.25 -2.60 0.242
H -3.57 -0.26 -1.88 0.238
H -3.77 -0.18 -4.36 0.434
H -2.39 -1.23 -4.60 0.349
H -3.89 -1.87 -3.89 0.264
C 1.36 -2.96 5.33 -1.206
C 0.84 -1.85 4.49 0.716
C 0.79 -0.48 4.71 -1.502
C 0.15 0.08 3.58 0.720
N -0.19 -0.92 2.72 0.256
N 0.28 -2.05 3.30 -0.440
C -0.10 1.53 3.42 -1.091
H 2.22 -2.58 5.91 0.360
H 0.61 -3.31 6.06 0.280
H 1.68 -3.79 4.69 0.370
H 1.15 0.09 5.55 0.441
H 0.14 -2.96 2.85 0.179
H 0.32 2.05 4.29 0.481
H 0.38 1.95 2.53 0.237
H -1.17 1.77 3.38 0.315
```

Properties
- LUMO level (alpha / beta) (eV) = -12.25 / -15.52
- ⟨S²⟩ = 6.054
- total charge = +4
- largest force on an atom (eV Å⁻¹) = 4.292
- HOMO energy (alpha / beta) (eV) = -18.2122 / -18.9231
- spin multiplicity = 5
- total energy (Ha) = -4717.88070


[4]
Formula: C6H13FN
Source: the Open Molecules 2025 dataset
Level of theory: wB97M-V/def2-TZVPD

```
21
Properties=species:S:1:pos:R:3:mulliken_charge:R:1
C -2.19 1.37 -1.23 -1.138
C -2.60 0.22 -0.31 -0.449
C -1.41 -0.66 0.10 -0.545
N -0.38 0.11 0.68 -0.622
C 0.78 -0.68 0.91 -0.643
C 2.06 0.15 0.86 0.597
C 3.10 -0.34 -0.13 -1.393
F 2.70 0.18 2.13 -0.391
H -1.86 1.00 -2.20 0.247
H -3.02 2.06 -1.38 0.331
H -1.37 1.91 -0.77 0.322
H -3.35 -0.40 -0.81 0.322
H -3.03 0.63 0.60 0.332
H -1.08 -1.22 -0.81 0.251
H -1.83 -1.43 0.79 0.132
H 0.81 -1.20 1.90 0.131
H 0.87 -1.49 0.15 0.271
H 1.78 1.18 0.64 0.217
H 4.08 0.06 0.10 0.373
H 3.16 -1.43 -0.10 0.352
H 2.80 -0.05 -1.13 0.304
```

Properties
- LUMO level (eV) = 4.19
- total charge = -1
- largest force on an atom (eV Å⁻¹) = 0.511
- HOMO energy (eV) = -1.4478
- total energy (Ha) = -390.99780


- The highest total charge belongs to which entry?
  C30H46BrN3P2Pd


- Among the records above, which one has the lowest largest force on an atom?
  C6H13FN


- Look up the largest force on an atom of the third one.
  4.292 eV Å⁻¹